Computed, not measured: a structure of composition C33H30GeIrN6O2S, with ωB97M-V with the def2-TZVPD basis set.

Last column: Mulliken charge in e.
Atoms and positions in Å:
Ir  0.057  -1.123  0.064  1.06
O  4.398  -2.145  -0.124  -0.71
C  4.858  -0.916  0.171  0.07
C  6.173  -0.773  0.601  -0.56
C  6.684  0.479  0.897  -0.37
C  5.890  1.610  0.754  -0.67
C  4.575  1.484  0.364  -0.37
C  4.028  0.227  0.093  0.31
C  2.602  0.062  -0.141  0.81
O  2.147  -1.092  -0.543  -1.08
N  1.808  1.061  0.192  -0.86
N  0.501  0.785  0.205  0.36
C  -0.288  1.695  0.794  -0.68
C  -1.667  1.641  0.875  0.89
C  -2.342  2.717  1.512  -0.86
C  -3.702  2.870  1.446  -0.82
C  -4.418  1.946  0.678  -0.72
C  -3.765  0.851  0.161  -0.08
N  -2.439  0.582  0.346  0.51
H  3.432  -2.012  -0.371  0.45
H  6.776  -1.663  0.704  0.40
H  7.703  0.575  1.245  0.36
H  6.294  2.591  0.960  0.36
H  3.934  2.349  0.274  0.44
H  0.208  2.565  1.203  0.30
H  -1.724  3.438  2.023  0.35
H  -4.196  3.704  1.922  0.39
H  -5.471  2.067  0.486  0.44
H  -4.307  0.172  -0.477  0.36
N  0.344  -1.141  2.645  -0.68
N  0.050  -2.548  2.883  -0.05
C  0.718  -3.384  1.974  0.08
N  1.747  -4.192  2.508  -0.62
S  0.185  -3.501  0.350  -0.42
H  1.293  -0.886  2.926  0.24
H  -0.324  -0.563  3.146  0.28
H  0.308  -2.819  3.835  0.33
H  1.389  -5.014  2.994  0.25
H  2.356  -4.507  1.763  0.32
C  -1.891  -0.638  0.051  -0.59
Ge  -3.313  -2.073  -0.133  1.67
C  -4.269  -1.873  -1.885  0.19
C  -3.494  -2.056  -3.027  -0.83
C  -4.038  -1.913  -4.289  -0.63
C  -5.375  -1.578  -4.435  -0.53
C  -6.150  -1.366  -3.308  -0.66
C  -5.598  -1.512  -2.047  0.01
C  -2.921  -4.025  -0.047  0.00
C  -2.449  -4.586  1.132  -0.16
C  -2.239  -5.947  1.239  -0.51
C  -2.519  -6.779  0.166  -0.59
C  -3.021  -6.238  -1.001  -0.74
C  -3.216  -4.870  -1.106  -0.54
C  -4.345  -1.801  1.576  0.71
C  -3.505  -1.706  2.682  -0.05
C  -4.003  -1.515  3.954  -0.84
C  -5.368  -1.397  4.149  -0.58
C  -6.219  -1.490  3.063  -0.62
C  -5.712  -1.704  1.791  -0.47
H  -2.448  -2.311  -2.909  0.51
H  -3.420  -2.056  -5.165  0.39
H  -5.808  -1.482  -5.421  0.36
H  -7.189  -1.080  -3.414  0.40
H  -6.210  -1.334  -1.175  0.14
H  -2.220  -3.946  1.970  0.30
H  -1.849  -6.360  2.158  0.41
H  -2.356  -7.846  0.249  0.36
H  -3.267  -6.883  -1.834  0.39
H  -3.602  -4.458  -2.030  0.31
H  -2.437  -1.776  2.524  -0.08
H  -3.328  -1.447  4.795  0.43
H  -5.763  -1.230  5.142  0.37
H  -7.286  -1.388  3.213  0.40
H  -6.402  -1.789  0.963  0.29

## Properties
Charge: -1
Molecular weight, u: 839.54
HOMO (spin up / spin down), eV: -2.4659 / -2.4657